Computed, not measured: one molecule with the formula C4H3FS3, with ωB97M-V/def2-TZVPD.

As for the SMILES: C=C(F)C(=S)C(=S)S. The HOMO-LUMO gap comes out at 7.68 eV.

Last columns: bonded neighbours and bond lengths (Å).
Cartesian coordinates (Å):
1 C -2.02122 -0.75684 0.24432  C2 1.408, H9 1.027, H10 1.162
2 C -0.67541 -0.48721 -0.06906  C1 1.408, F3 1.405, C4 1.501
3 F 0.22904 -1.17289 -0.89678  C2 1.405
4 C 0.17579 0.71825 0.20667  C2 1.501, S5 1.557, C6 1.455
5 S -0.38599 2.13804 0.51063  C4 1.557
6 C 1.56165 0.36559 0.47278  C4 1.455, S7 1.601, S8 1.835
7 S 2.21776 -0.36128 1.73947  C6 1.601
8 S 2.51088 0.69757 -1.06233  C6 1.835, H11 1.584
9 H -2.28583 -1.66931 -0.14493  C1 1.027
10 H -2.59500 -0.13710 1.04306  C1 1.162
11 H 1.26832 0.66518 -2.04385  S8 1.584

=====

Computed, not measured: one molecule with the formula Br2O3S2, with ωB97M-V/def2-TZVPD.

The HOMO-LUMO gap comes out at 9.06 eV.

Last columns: bonded neighbours and bond lengths (Å).
Cartesian coordinates (Å):
1 O -0.50699 -0.26725 1.61419  S5 1.425
2 O 1.45849 -0.44756 0.14477  S4 1.482, S5 1.923
3 O 0.39410 1.38264 -0.54961  S4 1.509, S5 1.936
4 S 1.64380 0.60476 -0.88201  O2 1.482, O3 1.509, S5 2.483, Br6 2.201
5 S -0.44723 -0.19523 0.19208  O1 1.425, O2 1.923, O3 1.936, S4 2.483, Br7 2.142
6 Br 0.84547 -0.58227 -2.55448  S4 2.201
7 Br -2.13988 0.98810 -0.37477  S5 2.142

=====

The following max |F| values (in Eh/bohr) correspond, in order, to the records above: 0.1082 0.0662.